153
Properties=species:S:1:pos:R:3:forces:R:3:lowdin_charge:R:1 method="wB97M-V/def2-TZVPD" multiplicity=1 lumo_energy_ha=-0.0999 total_charge=+1
K 0.3304 0.6172 0.0600 -0.3798 -0.9216 0.0691 0.477
O -1.8638 4.5390 1.1058 -0.0589 -0.2064 -0.0435 0.152
C -1.0013 3.5967 0.7518 0.3380 0.2458 -0.0074 -0.447
O -1.1780 2.4123 0.8790 -0.4077 0.5783 0.1501 -0.009
C 0.3097 4.1278 0.2216 -0.0996 -0.1677 0.0732 -0.159
C 0.7268 5.4472 0.3046 0.0618 0.0891 -0.0039 0.043
C 2.0379 5.7276 -0.0557 -0.0374 -0.0074 0.0583 -0.012
C 2.8761 4.6956 -0.4587 0.0394 0.1928 -0.0689 0.010
C 2.3485 3.4180 -0.5348 0.1599 -0.3294 -0.0577 -0.198
N 1.0920 3.1535 -0.2155 0.0916 0.3263 0.1298 0.118
C 3.1103 2.1423 -0.8830 -0.0932 0.3537 0.0502 -0.463
O 4.4227 2.2055 -1.1024 -0.1012 0.1375 -0.0436 0.163
O 2.5266 1.0929 -0.9211 0.8356 0.0456 -0.1920 -0.050
H -2.6351 4.0799 1.4900 -0.0195 0.0977 0.0205 0.128
H 0.0538 6.2173 0.6578 0.0373 -0.0321 -0.0049 0.131
H 2.4146 6.7408 -0.0020 -0.0124 -0.0193 0.0013 0.125
H 3.9089 4.9138 -0.7062 -0.0592 0.0041 -0.0034 0.126
H 4.7361 3.1193 -1.0907 0.0288 -0.0487 -0.0173 0.110
F -2.1526 -4.4973 4.3080 -0.1571 -0.1396 0.0990 -0.310
Ge -1.4820 -3.2247 3.2721 0.1741 0.1142 -0.1937 0.990
C -0.0596 -4.3929 2.5583 0.1830 -0.1288 -0.1584 -0.245
C -0.1741 -5.7121 3.0267 0.2102 0.1201 -0.1548 -0.093
C 0.8842 -6.6033 2.9330 -0.0280 -0.0071 0.0148 -0.062
C 2.0948 -6.1922 2.4011 0.0007 -0.0624 0.0093 -0.064
C 2.2102 -4.9126 1.8910 0.0102 0.0340 -0.0805 -0.114
C 1.1358 -4.0213 1.9134 -0.1215 -0.0882 0.1348 -0.389
P 1.2309 -2.4573 0.9786 0.1722 0.0721 -0.1077 1.067
C 3.0141 -2.0239 1.1108 -0.0452 -0.1369 -0.0756 -0.369
C 3.5963 -1.9102 2.3744 -0.0106 0.0346 0.0485 -0.109
C 4.9216 -1.5288 2.5098 -0.0259 0.0207 -0.0478 -0.079
C 5.6842 -1.2358 1.3832 -0.0204 -0.0001 0.0311 -0.077
C 5.1153 -1.3385 0.1230 -0.0856 -0.0400 0.0734 -0.071
C 3.7902 -1.7398 -0.0091 0.0937 0.0277 -0.0345 -0.091
C 1.1316 -3.0542 -0.7655 -0.0909 -0.1740 0.0036 -0.356
C 1.6677 -4.2661 -1.2145 -0.0346 0.0184 0.0110 -0.065
C 1.5259 -4.6654 -2.5335 -0.0323 0.0669 -0.0282 -0.059
C 0.8375 -3.8634 -3.4393 0.0358 -0.0982 -0.0208 -0.066
C 0.3028 -2.6627 -3.0161 0.0288 0.0341 0.0640 -0.086
C 0.4501 -2.2692 -1.6901 0.1449 0.0260 -0.1717 -0.161
C -0.8408 -2.0942 4.7511 0.0705 0.1319 0.3046 -0.234
C -0.9463 -2.7639 5.9866 0.1011 0.3209 -0.1104 -0.091
C -0.6704 -2.1268 7.1844 -0.0119 -0.0496 0.0137 -0.063
C -0.3061 -0.7895 7.1923 -0.0101 -0.0228 0.0430 -0.064
C -0.1776 -0.1228 5.9911 -0.0017 0.0419 -0.0747 -0.113
C -0.4065 -0.7583 4.7645 0.0741 -0.2095 0.0271 -0.380
P -0.0965 0.2202 3.2392 -0.3698 0.3002 0.5100 1.076
C 1.6160 0.8567 3.4965 -0.0190 0.0592 -0.0745 -0.361
C 2.4865 0.4707 4.5107 0.0414 -0.0534 0.0691 -0.089
C 3.7474 1.0465 4.6212 -0.0123 -0.0099 -0.0583 -0.072
C 4.1617 2.0155 3.7193 -0.0401 -0.0109 -0.0107 -0.068
C 3.3104 2.4015 2.6906 -0.0387 -0.1555 0.0213 -0.059
C 2.0587 1.8127 2.5763 -0.0690 -0.0304 0.1542 -0.125
C -1.1054 1.7021 3.7237 0.0173 -0.1218 -0.0020 -0.370
C -0.6118 2.9340 4.1400 0.0460 0.0803 -0.0012 -0.088
C -1.4811 3.9708 4.4735 0.0102 -0.0746 -0.0260 -0.077
C -2.8551 3.7850 4.4020 0.0373 -0.0599 -0.0318 -0.089
C -3.3569 2.5513 3.9956 0.0421 0.0201 -0.0106 -0.079
C -2.4871 1.5253 3.6572 -0.0588 -0.0069 0.0102 -0.104
C -3.2231 -2.7583 2.4487 -0.3965 0.1138 -0.0846 -0.226
C -4.2684 -3.3233 3.2150 0.0781 0.2575 -0.3031 -0.097
C -5.5941 -3.2445 2.8272 0.0112 -0.0748 0.1186 -0.063
C -5.9350 -2.6175 1.6426 -0.0768 -0.0031 0.0018 -0.061
C -4.9377 -2.0380 0.8901 0.0552 0.0057 -0.0221 -0.116
C -3.5924 -2.0613 1.2807 -0.0556 -0.0677 0.2224 -0.384
P -2.4554 -1.1670 0.1475 -0.2254 0.0615 -0.1641 1.090
C -2.9493 -2.0701 -1.3859 0.1705 -0.1791 0.1572 -0.368
C -3.6937 -1.5840 -2.4512 -0.1075 0.0473 -0.0991 -0.103
C -4.0486 -2.4293 -3.5027 0.0471 0.0103 0.0632 -0.082
C -3.6622 -3.7607 -3.5012 0.0117 0.0427 0.0409 -0.071
C -2.9133 -4.2548 -2.4375 -0.0330 0.0489 -0.0449 -0.069
C -2.5601 -3.4140 -1.3980 0.0509 -0.0350 -0.0224 -0.112
C -3.3139 0.4578 -0.0730 0.0308 0.0457 -0.0847 -0.363
C -2.9049 1.2891 -1.1250 0.0157 -0.1656 -0.0292 -0.143
C -3.5026 2.5167 -1.3534 0.0308 0.0095 0.0273 -0.076
C -4.4937 2.9782 -0.4947 0.0087 -0.0104 0.0065 -0.084
C -4.8712 2.1963 0.5858 0.0299 -0.0731 0.0042 -0.073
C -4.2944 0.9447 0.7861 -0.0001 0.0504 0.0451 -0.095
H -1.0862 -6.0338 3.4993 0.0031 -0.0597 0.0090 0.093
H 0.7660 -7.6118 3.3090 0.0010 0.0116 -0.0123 0.110
H 2.9398 -6.8685 2.3648 -0.0136 0.0122 0.0137 0.111
H 3.1507 -4.6011 1.4517 -0.0194 0.0190 0.0235 0.107
H 3.0123 -2.1371 3.2612 0.0081 -0.0012 -0.0351 0.107
H 5.3609 -1.4560 3.4979 -0.0121 -0.0053 -0.0433 0.106
H 6.7192 -0.9368 1.4915 -0.0127 -0.0038 0.0004 0.104
H 5.6988 -1.1162 -0.7626 -0.0112 -0.0033 0.0315 0.108
H 3.3657 -1.8450 -0.9991 -0.0048 0.0087 0.0140 0.082
H 2.1933 -4.9168 -0.5313 0.0042 0.0013 0.0197 0.092
H 1.9493 -5.6090 -2.8549 -0.0103 0.0164 0.0039 0.108
H 0.7188 -4.1773 -4.4689 0.0123 -0.0077 0.0234 0.111
H -0.2386 -2.0361 -3.7148 0.0072 0.0296 0.0236 0.102
H 0.0230 -1.3247 -1.3913 -0.1470 -0.0682 -0.0158 0.008
H -1.2665 -3.7914 6.0095 0.0041 -0.0469 0.0316 0.093
H -0.7609 -2.6758 8.1138 0.0011 0.0165 -0.0234 0.110
H -0.1198 -0.2718 8.1253 -0.0071 -0.0110 -0.0272 0.111
H 0.1123 0.9215 5.9995 -0.0028 -0.0111 -0.0200 0.107
H 2.1872 -0.2824 5.2281 0.0086 0.0189 -0.0160 0.103
H 4.4079 0.7349 5.4218 -0.0259 0.0096 -0.0292 0.112
H 5.1418 2.4658 3.8159 -0.0268 -0.0072 -0.0038 0.108
H 3.6235 3.1647 1.9869 -0.0197 -0.0196 0.0081 0.098
H 1.3839 2.1312 1.7895 0.1140 0.0943 0.1398 0.050
H 0.4576 3.0976 4.2138 -0.0267 -0.0098 -0.0015 0.104
H -1.0799 4.9222 4.8018 0.0009 -0.0242 -0.0075 0.108
H -3.5302 4.5874 4.6744 0.0210 -0.0241 -0.0096 0.106
H -4.4277 2.3893 3.9467 0.0365 -0.0027 0.0064 0.107
H -2.8908 0.5672 3.3394 0.0352 0.0309 0.0066 0.097
H -4.0392 -3.8448 4.1251 -0.0036 -0.0587 0.0904 0.090
H -6.3555 -3.6968 3.4506 0.0118 0.0147 -0.0086 0.111
H -6.9645 -2.5744 1.3097 0.0208 -0.0100 0.0055 0.112
H -5.2065 -1.5396 -0.0332 0.0196 -0.0130 -0.0066 0.108
H -4.0216 -0.5492 -2.4744 0.0034 -0.0951 0.0347 0.101
H -4.6473 -2.0404 -4.3172 -0.0032 -0.0332 0.0130 0.098
H -3.9448 -4.4130 -4.3184 0.0026 0.0306 0.0236 0.106
H -2.5998 -5.2915 -2.4220 -0.0171 0.0305 -0.0015 0.111
H -1.9684 -3.8117 -0.5776 -0.0111 0.0248 0.0025 0.107
H -2.1012 0.9857 -1.7911 -0.0520 -0.1161 0.0038 0.068
H -3.1864 3.1189 -2.1977 -0.0090 -0.0243 -0.0123 0.110
H -4.9672 3.9362 -0.6708 0.0068 -0.0123 0.0072 0.110
H -5.6390 2.5453 1.2658 0.0077 -0.0123 -0.0018 0.108
H -4.6280 0.3454 1.6234 0.0042 0.0156 -0.0185 0.099
C -2.8929 1.3493 -6.5291 0.0410 -0.0043 0.0205 -0.074
C -2.8512 0.4284 -5.4918 0.0533 0.0511 0.0468 -0.068
C -1.8235 0.4803 -4.5569 -0.0234 0.0829 -0.0784 -0.131
C -0.8169 1.4414 -4.6538 0.0085 -0.0405 -0.0190 -0.384
C -0.8730 2.3669 -5.6951 -0.0948 -0.0405 0.0245 -0.114
C -1.9061 2.3223 -6.6241 -0.0029 -0.0145 0.0465 -0.074
As 0.6225 1.3245 -3.3256 0.0127 0.1043 -0.5514 1.369
C 1.9386 0.3061 -4.3662 -0.0994 0.0563 -0.0012 -0.381
C 2.7972 -0.5567 -3.6938 0.0932 0.0486 -0.0106 -0.125
C 3.7521 -1.2932 -4.3880 -0.0730 0.0741 -0.0330 -0.070
C 3.8473 -1.1727 -5.7665 -0.0680 0.0405 0.0046 -0.076
C 2.9891 -0.3120 -6.4464 0.0507 -0.0567 0.0480 -0.073
C 2.0397 0.4239 -5.7524 0.0153 -0.0514 0.0458 -0.096
C 1.3965 3.1212 -3.5536 -0.0969 -0.0336 0.1616 -0.387
C 0.6021 4.2190 -3.2120 0.0712 0.0557 -0.0843 -0.132
C 1.1021 5.5112 -3.2852 -0.0003 -0.0689 -0.0520 -0.086
C 2.4181 5.7253 -3.6849 -0.0035 -0.0517 -0.0258 -0.088
C 3.2220 4.6417 -4.0084 -0.0797 -0.0562 0.0377 -0.077
C 2.7145 3.3437 -3.9426 -0.0407 0.0462 0.0156 -0.096
H -3.6927 1.3117 -7.2588 0.0329 0.0075 0.0305 0.107
H -3.6194 -0.3299 -5.4060 0.0365 0.0356 0.0028 0.087
H -1.8242 -0.2334 -3.7404 0.0703 -0.0597 -0.0217 0.062
H -0.1142 3.1313 -5.7910 0.0846 0.0437 0.0252 0.100
H -1.9374 3.0485 -7.4274 0.0115 -0.0209 0.0230 0.107
H 2.7292 -0.6482 -2.6189 -0.0366 -0.0077 0.0226 0.062
H 4.4115 -1.9630 -3.8481 -0.0223 0.0173 -0.0287 0.106
H 4.5832 -1.7487 -6.3142 -0.0208 0.0240 0.0128 0.106
H 3.0574 -0.2150 -7.5224 0.0120 -0.0152 0.0017 0.106
H 1.3755 1.0832 -6.2991 0.0064 -0.0181 0.0325 0.096
H -0.4255 4.0653 -2.8975 -0.0213 -0.0269 -0.0025 0.104
H 0.4653 6.3526 -3.0373 0.0172 -0.0268 -0.0060 0.111
H 2.8086 6.7334 -3.7523 -0.0026 -0.0177 -0.0043 0.108
H 4.2442 4.8011 -4.3298 -0.0094 -0.0059 -0.0058 0.108
H 3.3525 2.5089 -4.2045 0.0005 -0.0405 -0.0313 0.105

=====

12
Properties=species:S:1:pos:R:3:forces:R:3:nbo_charge:R:1 method="wB97M-V/def2-TZVPD" multiplicity=1 lumo_energy_ha=-0.0164
C 1.3667 0.6468 -0.1688 -2.5535 1.0578 -0.9065 -0.641
C 0.8329 -0.7708 -0.2947 -1.3291 0.7175 -1.4812 -0.089
C -1.8073 0.0162 0.4541 4.0944 -3.2317 0.0768 -0.311
O -0.4838 -0.8537 -0.8914 -0.8356 1.8167 2.0616 -0.589
Br -3.1053 -1.2871 0.1423 -0.1195 0.3536 0.3301 0.193
Br -2.0885 1.7479 0.0939 -0.5300 1.5220 -0.6910 0.222
H 2.4316 0.5206 -0.0659 0.3643 0.8789 0.5463 0.217
H 1.0544 1.3010 -1.0663 0.9225 -1.2165 0.9818 0.216
H 0.7408 1.1014 0.6452 1.4853 0.0241 -0.1766 0.189
H 0.6181 -1.0915 0.7265 1.3092 -1.0837 -0.0014 0.159
H 1.5841 -1.2656 -0.9934 -1.2386 -0.4559 1.2386 0.195
H -1.1437 -0.0652 1.4184 -1.5694 -0.3827 -1.9785 0.238